{
  "formula": "C29H44As2MnNOSSb",
  "method": "ωB97M-V with the def2-TZVPD basis set",
  "symbols": ["Mn", "C", "As", "C", "C", "C", "C", "C", "C", "C", "As", "C", "C", "H", "H", "H", "H", "H", "H", "H", "H", "H", "H", "H", "H", "H", "H", "H", "H", "C", "C", "C", "C", "C", "C", "C", "C", "H", "H", "H", "H", "H", "C", "Sb", "C", "C", "H", "H", "H", "H", "H", "H", "H", "H", "H", "C", "S", "C", "O", "H", "H", "H", "H", "H", "H", "C", "C", "C", "C", "C", "C", "N", "H", "H", "H", "H", "H", "H", "H", "H"],
  "xyz": [[-1.234809, -0.657527, 0.553223], [-0.490526, 0.453870, 4.363656], [0.186692, -0.385500, 2.745566], [0.616808, -2.130021, 3.500292], [1.959674, 0.433725, 2.624920], [2.296028, 1.460306, 3.505524], [3.539506, 2.069438, 3.445947], [4.464717, 1.656245, 2.501215], [4.124858, 0.654073, 1.607029], [2.873730, 0.043734, 1.641758], [2.397196, -1.278433, 0.267281], [3.030231, -0.310745, -1.305448], [3.938964, -2.470738, 0.478026], [0.262519, 0.395364, 5.147954], [-1.379300, -0.093694, 4.669533], [-0.766985, 1.490669, 4.181935], [1.157168, -1.994236, 4.436025], [1.226704, -2.687275, 2.792949], [-0.310731, -2.674576, 3.670385], [1.589966, 1.804009, 4.248780], [3.781594, 2.865561, 4.138211], [5.440757, 2.121405, 2.449566], [4.848606, 0.357040, 0.857424], [4.044290, 0.058082, -1.161162], [2.346209, 0.510658, -1.507726], [3.011058, -0.990010, -2.158743], [4.884545, -1.934131, 0.407796], [3.898060, -3.220820, -0.312192], [3.883374, -2.976255, 1.441522], [-0.247002, -0.038609, -1.169729], [0.162340, 0.175589, -2.298631], [0.685694, 0.420079, -3.610879], [0.262014, -0.344481, -4.700204], [0.786364, -0.118975, -5.962949], [1.737337, 0.873427, -6.157350], [2.158568, 1.643990, -5.081719], [1.638059, 1.421526, -3.817460], [-0.491139, -1.107308, -4.546401], [0.447047, -0.716069, -6.799835], [2.144293, 1.050498, -7.144491], [2.893468, 2.425193, -5.228602], [1.954123, 2.025764, -2.976557], [-0.731350, 5.532978, -0.388110], [-0.678328, 3.482135, -1.049373], [-2.286877, 2.871917, 0.234104], [0.860075, 2.932003, 0.362380], [-0.789370, 5.576873, 0.700168], [-1.595394, 6.045054, -0.811196], [0.170189, 6.049584, -0.718474], [-3.259598, 2.953513, -0.248145], [-2.270937, 3.479441, 1.140065], [-2.149529, 1.823473, 0.502543], [1.523156, 3.779279, 0.541963], [1.442482, 2.084918, 0.002832], [0.389239, 2.655727, 1.308509], [-1.475761, -5.204815, -0.179743], [-0.257975, -3.912900, 0.004052], [-0.086767, -3.469361, -1.714605], [-1.047487, -2.791765, 0.639803], [-2.378270, -4.757843, -0.595911], [-1.678472, -5.616390, 0.806238], [-1.078338, -5.980492, -0.834159], [0.484236, -4.244351, -2.226174], [0.441257, -2.515047, -1.734483], [-1.075700, -3.343885, -2.155006], [-3.590316, -0.361058, 2.943516], [-4.115621, -0.441591, 1.549328], [-5.416261, -0.350767, 1.120279], [-5.380042, -0.461713, -0.297295], [-4.060200, -0.609680, -0.649698], [-3.490844, -0.761228, -2.024228], [-3.268302, -0.602838, 0.476908], [-4.410668, -0.383346, 3.661841], [-3.031270, 0.564832, 3.120834], [-2.929526, -1.204931, 3.181119], [-6.285785, -0.229257, 1.748859], [-6.216859, -0.447268, -0.979466], [-4.294915, -0.968866, -2.731765], [-2.772184, -1.584503, -2.080018], [-2.959720, 0.131340, -2.363902]],
  "forces_ev_per_a": [[-0.2, -0.3, -0.5], [0.0, 0.0, 0.0], [0.2, 0.1, 0.2], [0.0, 0.1, 0.0], [-0.1, 0.0, 0.0], [0.1, 0.0, 0.0], [0.0, 0.0, 0.0], [0.0, 0.0, 0.0], [0.0, 0.0, 0.0], [0.0, 0.0, 0.0], [-0.1, -0.1, 0.1], [0.1, 0.0, 0.1], [0.1, 0.0, 0.0], [0.0, 0.0, 0.0], [0.0, 0.0, 0.0], [0.0, 0.0, 0.0], [0.0, 0.0, 0.0], [0.0, 0.0, 0.0], [0.0, 0.0, 0.0], [0.0, 0.0, 0.0], [0.0, 0.0, 0.0], [0.0, 0.0, 0.0], [0.0, 0.0, 0.0], [0.1, 0.0, 0.0], [0.2, -0.2, 0.2], [0.0, 0.0, 0.0], [0.0, 0.0, 0.0], [0.0, 0.0, 0.0], [0.0, 0.0, 0.0], [-0.1, 0.1, -0.1], [-0.1, 0.0, -0.1], [-0.1, 0.0, 0.0], [0.0, 0.0, 0.0], [0.0, 0.0, 0.0], [0.0, 0.0, 0.0], [0.0, 0.0, 0.0], [0.0, 0.0, -0.1], [0.0, 0.0, 0.0], [0.0, 0.0, 0.0], [0.0, 0.0, 0.0], [0.0, 0.0, 0.0], [0.0, 0.0, -0.1], [0.0, 0.0, 0.1], [0.0, 0.0, -0.1], [0.0, -0.1, 0.0], [0.0, 0.0, 0.0], [0.0, 0.0, 0.0], [0.0, 0.0, 0.0], [0.0, 0.0, 0.0], [0.0, 0.0, 0.0], [0.0, 0.0, 0.0], [-0.1, 0.0, 0.0], [0.0, 0.0, 0.0], [0.0, 0.0, 0.0], [0.0, 0.0, 0.0], [0.0, -0.1, -0.1], [0.0, 0.2, 0.1], [0.0, 0.0, -0.1], [0.1, -0.1, 0.1], [0.0, 0.0, 0.0], [0.0, 0.0, 0.0], [0.0, 0.0, 0.0], [0.0, 0.0, 0.0], [0.0, 0.0, 0.0], [0.0, 0.0, 0.0], [0.0, 0.0, 0.1], [0.0, 0.0, 0.0], [0.0, 0.0, 0.0], [0.0, 0.0, 0.1], [0.1, 0.0, 0.0], [0.0, 0.0, 0.0], [-0.1, 0.2, 0.2], [0.0, 0.0, 0.0], [0.0, 0.0, 0.0], [0.0, 0.0, 0.0], [0.0, 0.0, 0.0], [0.0, 0.0, 0.0], [0.0, 0.0, 0.0], [0.0, 0.0, 0.0], [0.0, 0.0, 0.0]],
  "e_homo_ev": [-6.41, -6.40],
  "s_squared": 8.761,
  "max_force_ev_per_a": 0.575,
  "spin_multiplicity": 6,
  "homo_lumo_gap_ha": [0.2413, 0.2404]
}



{
  "formula": "C29H44AuBrN2O3SSbSi3",
  "method": "ωB97M-V with the def2-TZVPD basis set",
  "symbols": ["Au", "Br", "C", "C", "C", "C", "C", "C", "N", "C", "C", "C", "C", "C", "C", "N", "H", "H", "H", "H", "H", "H", "H", "H", "H", "C", "Si", "C", "C", "Sb", "Si", "C", "C", "C", "Si", "C", "C", "C", "H", "H", "H", "H", "H", "H", "H", "H", "H", "H", "H", "H", "H", "H", "H", "H", "H", "H", "H", "H", "H", "H", "H", "H", "H", "H", "H", "C", "S", "O", "O", "O", "H", "H", "H", "C", "C", "C", "C", "C", "C", "C", "H", "H", "H", "H", "H"],
  "xyz": [[0.358503, 0.785776, -0.223428], [-4.271628, 4.220399, -5.808692], [-3.334249, 2.899619, -4.809946], [-2.198742, 2.322994, -5.355551], [-1.502943, 1.382374, -4.617004], [-1.956914, 1.004634, -3.356137], [-3.087915, 1.609057, -2.811802], [-3.780508, 2.561260, -3.546162], [-1.209491, 0.064718, -2.624121], [-1.821233, -0.807531, -1.946045], [-1.082499, -1.761953, -1.088055], [-1.593514, -3.035791, -0.902469], [-0.898618, -3.934371, -0.113488], [0.289578, -3.526060, 0.463581], [0.723397, -2.228254, 0.250022], [0.054234, -1.357586, -0.504045], [-1.853463, 2.620288, -6.335982], [-0.594713, 0.937510, -5.002052], [-3.394551, 1.356761, -1.801034], [-4.653323, 3.043722, -3.127625], [-2.910618, -0.912333, -1.952410], [-2.539436, -3.296131, -1.358021], [-1.286688, -4.929794, 0.058602], [0.866392, -4.181966, 1.100542], [1.619841, -1.852617, 0.724073], [4.006506, -1.354647, 5.161617], [4.270208, 0.254677, 4.216294], [5.873795, 0.101068, 3.237486], [4.540680, 1.611482, 5.495165], [2.364178, 0.427048, 2.523870], [2.797701, 2.746576, 1.551746], [3.614312, 3.940553, 2.762468], [1.173590, 3.528243, 1.051390], [4.004183, 2.474728, 0.134444], [0.386918, 0.712737, 4.142460], [-0.217442, -1.027767, 4.463373], [-0.976553, 1.756537, 3.414727], [0.920748, 1.478101, 5.780914], [4.848973, -1.556733, 5.830024], [3.904758, -2.197136, 4.474235], [3.098223, -1.310153, 5.766891], [6.713244, -0.131346, 3.899663], [6.103992, 1.034065, 2.716947], [5.799451, -0.687339, 2.485881], [5.425678, 1.373462, 6.094215], [3.690177, 1.702855, 6.170558], [4.701029, 2.583080, 5.029023], [3.047464, 4.007584, 3.693692], [3.661193, 4.941134, 2.321511], [4.633534, 3.635702, 3.006358], [0.644965, 3.649617, 2.004546], [-0.790495, 2.936610, 0.426988], [1.396169, 4.553418, 0.718151], [4.973890, 2.149459, 0.520434], [4.152589, 3.394923, -0.437292], [3.635542, 1.701490, -0.542337], [-0.652876, -1.424258, 3.544070], [-1.004766, -1.020706, 5.222726], [0.588402, -1.683714, 4.803129], [-1.215794, 1.435517, 2.399513], [-0.729793, 2.820387, 3.422060], [-1.879083, 1.607929, 4.016731], [1.630552, 0.842445, 6.313943], [0.040759, 1.605735, 6.419139], [1.380569, 2.458202, 5.636877], [-4.167759, 2.034182, 1.434251], [-3.501423, -0.595305, 1.092317], [-3.346094, 1.115464, 0.752798], [-4.392657, -0.616750, 2.262443], [-2.094908, -0.879163, 1.437404], [-4.860809, 2.521563, 0.736424], [-3.542921, 2.805735, 1.896558], [-4.743288, 1.536903, 2.218092], [0.229008, 2.830256, 0.040846], [0.240287, 3.513571, -1.300442], [-0.887996, 4.204634, -1.747527], [-0.905794, 4.857071, -2.973190], [0.218218, 4.848452, -3.785708], [1.352057, 4.167759, -3.358244], [1.357626, 3.506636, -2.140043], [-1.773516, 4.215398, -1.121085], [-1.804066, 5.372066, -3.294161], [0.208636, 5.355133, -4.743097], [2.234342, 4.137414, -3.987718], [2.232924, 2.945899, -1.838448]],
  "forces_ev_per_a": [[-0.1, 0.0, 0.0], [0.0, 0.0, 0.0], [0.0, 0.0, 0.0], [0.0, 0.0, 0.0], [0.0, 0.0, 0.1], [0.0, 0.0, 0.1], [0.0, 0.0, 0.0], [0.0, 0.0, 0.1], [0.1, 0.0, -0.1], [0.0, 0.0, 0.1], [0.1, 0.0, 0.0], [0.0, 0.0, 0.0], [0.0, 0.0, 0.0], [0.0, 0.0, 0.0], [-0.1, 0.0, 0.0], [0.0, 0.0, 0.0], [0.0, 0.0, 0.0], [0.0, 0.0, 0.0], [0.0, 0.1, 0.0], [0.0, 0.0, 0.0], [0.0, 0.0, 0.0], [0.0, 0.0, 0.0], [0.0, 0.0, 0.0], [0.0, 0.0, 0.0], [0.0, 0.0, 0.0], [0.0, 0.0, 0.0], [0.0, 0.0, 0.0], [0.0, 0.0, 0.0], [0.0, 0.0, 0.0], [0.0, -0.1, 0.0], [0.0, 0.0, 0.0], [0.0, 0.0, 0.0], [0.0, 0.0, 0.0], [0.0, 0.0, 0.0], [0.0, 0.1, 0.0], [0.0, 0.0, 0.0], [0.0, -0.1, 0.0], [0.0, 0.0, 0.0], [0.0, 0.0, 0.0], [0.0, 0.0, 0.0], [0.0, 0.0, 0.0], [0.0, 0.0, 0.0], [0.0, 0.0, 0.0], [0.0, 0.0, 0.0], [0.0, 0.0, 0.0], [0.0, 0.0, 0.0], [0.0, 0.0, 0.0], [0.0, 0.0, 0.0], [0.0, 0.0, 0.0], [0.0, 0.0, 0.0], [0.0, 0.0, 0.0], [0.0, 0.0, 0.0], [0.0, 0.0, 0.0], [0.0, 0.0, 0.0], [0.0, 0.0, 0.0], [0.0, 0.0, 0.0], [0.0, 0.0, 0.0], [0.0, 0.0, 0.0], [0.0, 0.0, 0.0], [0.0, 0.0, 0.0], [0.0, 0.0, 0.0], [0.0, 0.0, 0.0], [0.0, 0.0, 0.0], [0.0, 0.0, 0.0], [0.0, 0.0, 0.0], [0.0, 0.0, 0.0], [0.1, 0.2, 0.2], [0.0, 0.0, -0.2], [0.0, 0.0, 0.0], [0.0, -0.1, 0.0], [0.0, 0.0, 0.0], [0.0, 0.0, 0.0], [0.0, 0.0, 0.0], [0.1, 0.0, 0.0], [0.0, 0.0, 0.0], [0.0, 0.0, 0.0], [0.0, 0.0, 0.0], [0.0, 0.0, 0.0], [0.0, 0.0, 0.0], [0.0, 0.0, 0.0], [0.0, 0.0, 0.0], [0.0, 0.0, 0.0], [0.0, 0.0, 0.0], [0.0, 0.0, 0.0], [0.0, 0.0, 0.0]],
  "e_homo_ev": -4.56,
  "charge": -1,
  "max_force_ev_per_a": 0.259,
  "homo_lumo_gap_ha": 0.2464
}



{
  "formula": "C29H44BrHfN3P2",
  "method": "ωB97M-V with the def2-TZVPD basis set",
  "symbols": ["C", "C", "C", "C", "N", "C", "C", "C", "C", "C", "C", "C", "C", "C", "Hf", "P", "H", "H", "H", "H", "H", "H", "H", "H", "C", "C", "H", "H", "H", "H", "H", "C", "C", "H", "H", "H", "H", "H", "C", "C", "H", "H", "H", "H", "H", "Br", "P", "C", "C", "H", "H", "H", "H", "H", "C", "C", "H", "H", "H", "H", "H", "C", "C", "H", "H", "H", "H", "H", "C", "C", "N", "C", "C", "N", "H", "H", "H", "H", "H", "H"],
  "xyz": [[-0.511779, 0.911046, -4.303095], [0.486041, 0.675342, -3.363708], [1.816872, 0.542729, -3.760699], [2.054657, 0.445382, -5.147534], [1.082252, 0.576025, -6.050955], [-0.177330, 0.795129, -5.652660], [0.077203, 0.254345, -2.013055], [-0.769480, -0.847928, -1.881091], [-1.506991, -1.713745, -2.705735], [-2.894633, -1.926155, -2.503999], [-3.313692, -3.233897, -2.274894], [-2.264824, -4.169891, -2.121198], [-1.081139, -4.064102, -2.902443], [-0.746325, -2.779711, -3.283711], [0.026281, -0.214018, -0.028351], [-0.269599, 2.081406, 1.389948], [2.612691, 0.468513, -3.019797], [-1.534005, 1.109094, -3.969711], [3.067208, 0.277730, -5.499401], [-0.952546, 0.910151, -6.413432], [0.180522, -2.577513, -3.800892], [-3.594279, -1.080583, -2.467659], [-0.459997, -4.947883, -3.064542], [-4.342697, -3.517567, -2.076030], [-0.567304, 1.760852, 3.205248], [0.205129, 2.584268, 4.237197], [-0.382099, 0.697045, 3.398405], [-1.651476, 1.894531, 3.343756], [-0.220463, 2.385124, 5.232075], [1.266634, 2.310400, 4.294190], [0.133947, 3.665373, 4.067299], [1.287948, 3.014920, 1.149399], [1.535357, 3.280260, -0.333700], [2.104811, 2.428842, 1.574440], [1.231508, 3.951788, 1.725407], [2.523123, 3.736370, -0.462253], [1.537241, 2.356211, -0.940413], [0.790902, 3.957001, -0.772737], [-1.530531, 3.427347, 1.226290], [-1.349994, 4.695460, 2.068136], [-2.489305, 2.954570, 1.492623], [-1.568507, 3.684709, 0.158824], [-2.154995, 5.391477, 1.795323], [-1.439837, 4.506869, 3.143198], [-0.398749, 5.207456, 1.874716], [-2.053474, -4.798153, -0.405831], [1.993680, -1.499648, 1.308639], [1.781521, -0.329956, 2.737745], [2.938215, -0.172293, 3.729106], [0.879864, -0.693418, 3.264565], [1.566443, 0.682647, 2.324023], [2.895386, 0.822843, 4.193509], [2.866002, -0.913302, 4.532048], [3.907544, -0.283353, 3.230712], [1.910413, -3.178173, 2.021923], [3.160910, -4.077570, 2.056515], [1.117473, -3.671951, 1.436619], [1.538639, -3.052058, 3.054817], [2.915457, -5.019244, 2.572547], [3.526389, -4.325707, 1.050987], [3.980641, -3.609146, 2.620853], [2.011857, -1.617055, -0.511312], [3.339851, -1.951590, -1.251271], [1.789715, -0.558049, -0.907606], [1.216326, -2.322059, -0.848055], [3.122156, -1.997181, -2.327736], [4.090052, -1.177249, -1.051911], [3.742303, -2.920586, -0.947882], [-3.199618, 1.424837, -1.030117], [-3.150012, 0.372825, 0.007822], [-2.080115, -0.307354, 0.434978], [-2.503248, -1.285662, 1.337797], [-3.833882, -1.134709, 1.496286], [-4.226532, -0.064408, 0.688954], [-2.925049, 1.046879, -2.025962], [-4.217899, 1.840442, -1.080349], [-2.494133, 2.225490, -0.778461], [-1.790045, -1.976654, 1.771870], [-4.516140, -1.702419, 2.096204], [-5.148440, 0.358215, 0.635194]],
  "forces_ev_per_a": [[0.0, -0.5, -0.5], [-0.7, 0.0, -0.2], [-0.3, -0.2, 0.0], [-0.6, 0.7, 0.3], [0.1, -0.5, 0.2], [0.2, 0.6, 0.3], [0.1, -1.0, -0.6], [-1.0, 0.8, -4.2], [2.0, 1.3, 2.2], [-2.6, -1.8, 0.0], [-0.7, 2.5, -0.8], [1.3, 0.8, 1.9], [0.6, 0.8, -1.3], [0.5, -2.8, 0.0], [-1.1, 0.8, 3.3], [0.1, 1.9, 1.3], [0.0, -0.1, -0.3], [0.2, -0.1, -0.3], [-0.1, 0.0, -0.2], [0.4, 0.0, 0.0], [0.2, 0.1, 0.0], [0.2, -0.5, 0.1], [0.0, 0.3, -0.1], [0.0, 0.2, 0.2], [-0.1, -0.9, 0.0], [0.2, 0.3, 0.2], [-0.3, 0.3, 0.1], [0.3, 0.1, -0.1], [0.1, 0.0, -0.3], [-0.2, 0.1, -0.1], [0.1, -0.4, 0.1], [0.1, -0.1, 0.2], [0.2, 0.1, -0.3], [0.2, 0.2, 0.0], [0.1, -0.4, -0.2], [-0.2, 0.0, 0.0], [0.0, 0.2, 0.2], [0.2, -0.1, 0.1], [-0.5, -0.4, -1.0], [0.1, 0.1, 0.1], [0.2, 0.1, -0.2], [-0.1, 0.2, 0.2], [0.2, -0.2, 0.0], [0.0, 0.0, -0.3], [-0.3, -0.1, 0.0], [-0.5, -0.9, -0.7], [-1.5, -2.1, 1.5], [0.7, 1.8, -0.1], [0.5, -0.2, 0.0], [0.4, -0.1, -0.6], [0.1, -0.7, 0.3], [0.0, -0.3, -0.1], [0.1, 0.1, -0.2], [-0.1, 0.1, 0.2], [-0.4, -0.7, 0.0], [0.3, 0.2, 0.0], [0.1, -0.1, 0.3], [0.0, 0.0, -0.4], [0.0, 0.4, -0.2], [-0.1, 0.1, 0.3], [-0.2, -0.1, -0.2], [2.2, 1.3, -1.0], [-0.4, 0.1, -0.1], [0.8, -1.1, -0.4], [0.3, 0.3, 0.4], [0.2, 0.1, 0.2], [-0.2, -0.2, -0.1], [-0.1, 0.2, 0.1], [-0.1, 0.4, -0.1], [-0.3, -0.2, 0.7], [-0.1, -0.4, 0.0], [-0.1, 0.6, -0.3], [-0.5, 0.2, 0.0], [0.8, -0.7, 0.0], [-0.1, 0.0, 0.3], [0.4, 0.0, -0.1], [-0.3, -0.1, -0.2], [-0.3, 0.0, 0.2], [-0.3, 0.1, 0.2], [0.0, -0.3, 0.0]],
  "e_homo_ev": [-19.15, -19.15],
  "charge": 4,
  "max_force_ev_per_a": 4.405,
  "homo_lumo_gap_ha": [0.1359, 0.1358]
}